Record 1
Computed, not measured: 2 unconnected molecules or ions with the total composition C7H17NO6S at a distorted geometry, with ωB97M-V/def2-TZVPD.

Calculated values
* HOMO (alpha / beta): -8.34 / -7.67 eV
* energy relative to the best compared isomer or geometry (same formula, charge and spin): 442.22 kJ/mol
* E_LUMO (alpha / beta): 0.05 / -0.78 eV
* orbital gap (alpha / beta): 8.3928 / 6.8868 eV

Structure (ORCA input):
```
! RIJCOSX wB97M-V def2-TZVPD def2/J DEFGRID3
* xyz 0 1
C -0.42729 -1.74532 1.51349
C -0.11226 0.35965 -3.00786
C -0.36618 0.68451 2.47040
C -2.29729 0.07643 0.97246
C 1.36566 1.43051 -0.54254
C -0.91198 -0.34365 1.52131
C 0.74322 0.09908 -0.65973
N -0.13702 -0.20211 -1.70200
O 3.21204 -0.69351 -1.41090
O 2.43365 -1.57055 0.71254
O 1.37020 -2.40615 -1.40472
O -0.79182 1.99299 2.29886
O -2.28494 1.08725 -0.03137
O 0.40646 2.49504 -0.46377
S 2.11218 -1.09023 -0.61217
H -0.82661 -2.20758 0.65959
H -0.76121 -2.50428 2.36406
H 0.70598 -1.82493 1.57340
H 0.00438 1.41007 -2.90872
H 0.97300 0.01550 -3.44398
H -1.02062 0.00780 -3.56912
H 0.75085 0.59071 2.43759
H -0.68725 0.39096 3.52590
H -2.77522 0.52990 1.80862
H -2.85797 -0.84541 0.84689
H 2.04452 1.53258 0.18231
H 1.90749 1.57065 -1.43854
H -0.17494 -1.19427 -1.54324
H 2.15730 -2.95652 -1.41046
H -1.66777 2.04039 1.89052
H -1.97745 0.79064 -0.90410
H -0.10910 2.47985 0.27529
*
```

=====

Record 2
Computed, not measured: a gas-phase ion, C7H17NPS (charge +1) at a distorted geometry, with ωB97M-V/def2-TZVPD.

Calculated values
* HOMO: -12.74 eV
* energy relative to the best compared isomer or geometry (same formula, charge and spin): 144.80 kJ/mol
* E_LUMO: -3.14 eV
* SMILES: CC[C@]1(C)CP1[NH2+]CCS
* orbital gap: 9.6035 eV

Structure (ORCA input):
```
! RIJCOSX wB97M-V def2-TZVPD def2/J DEFGRID3
* xyz 1 1
C -2.19941 1.50879 1.28752
C -2.37912 0.99922 -0.13130
C -1.31910 -0.03127 -0.51365
C -0.66650 0.08477 -1.83480
C -1.51798 -1.52875 -0.02345
P -0.34172 -0.54840 1.07042
N 1.23645 -1.48352 0.48492
C 2.51810 -0.77044 0.78675
C 3.08578 0.07978 -0.33609
S 1.85140 1.51677 -0.44883
H -2.09408 0.64695 1.96451
H -1.62112 2.34573 1.49757
H -3.16195 2.02836 1.64413
H -2.20595 1.89252 -0.73969
H -3.41906 0.77077 -0.18685
H 0.24530 -0.51321 -1.99257
H -0.41848 1.17812 -1.96674
H -1.30445 -0.42225 -2.58774
H -2.44758 -1.80980 0.40270
H -1.30587 -2.28047 -0.79891
H 1.30702 -2.31989 1.08389
H 1.16118 -1.77598 -0.51689
H 2.29770 -0.12791 1.56743
H 3.11206 -1.57725 1.03013
H 4.03346 0.46093 0.06964
H 3.24121 -0.35546 -1.39274
H 2.31272 2.03189 0.58063
*
```

=====

Record 3
Computed, not measured: 2 unconnected molecules or ions with the total composition C7H17O3PSi at a distorted geometry, with ωB97M-V/def2-TZVPD.

Calculated values
* HOMO: 0.13 eV
* energy relative to the best compared isomer or geometry (same formula, charge and spin): 0.00 kJ/mol
* E_LUMO: 5.51 eV
* orbital gap: 5.3791 eV

Structure (ORCA input):
```
! RIJCOSX wB97M-V def2-TZVPD def2/J DEFGRID3
* xyz -2 1
C 1.91934 -2.33985 0.11908
C 1.10952 1.24818 -0.00384
C -2.25252 0.46102 -1.88250
C -2.41544 2.07996 0.62771
C 0.51469 -1.73720 -0.12959
C 0.82473 0.40116 1.23470
C -0.01530 -0.82518 0.94696
O -4.89127 -1.56662 -0.90411
O -5.22581 0.92376 -0.42054
O -5.21178 -0.76529 1.50379
Si -2.59025 0.24145 0.01388
P -4.81106 -0.44246 0.09167
H 2.17922 -3.06206 -0.65866
H 2.67955 -1.55794 0.12095
H 1.95689 -2.84728 1.08494
H 1.78756 0.73370 -0.68340
H 1.56976 2.20236 0.26909
H 0.17541 1.43242 -0.51996
H -1.59744 1.29651 -2.13166
H -1.82260 -0.44386 -2.30453
H -3.21420 0.62000 -2.36523
H -2.09153 2.11564 1.66437
H -1.70682 2.66208 0.03955
H -3.38743 2.56319 0.56308
H -0.18705 -2.56415 -0.25369
H 0.55184 -1.20130 -1.08091
H 1.80389 0.16365 1.71011
H 0.27715 1.02005 1.95102
H -0.21563 -1.37268 1.87048
*
```

=====

Record 4
Computed, not measured: 2 unconnected molecules or ions with the total composition C7H17P at a distorted geometry, with ωB97M-V/def2-TZVPD.

Calculated values
* HOMO: -7.73 eV
* energy relative to the best compared isomer or geometry (same formula, charge and spin): 482.75 kJ/mol
* E_LUMO: 0.48 eV
* orbital gap: 8.2085 eV

Structure (ORCA input):
```
! RIJCOSX wB97M-V def2-TZVPD def2/J DEFGRID3
* xyz 0 1
C 3.00966 -1.45033 -0.27913
C -1.80338 0.68997 0.42962
C -1.30620 -1.02805 -1.35373
C -0.76615 -1.61772 0.96834
C 1.23421 1.19406 1.32732
C 0.65663 1.81725 -1.31917
C -0.83928 -0.45102 -0.07192
P 0.86881 0.38245 -0.26184
H 2.46313 -2.42263 -0.33221
H 3.15087 -1.33873 0.83460
H -2.82581 0.31137 0.35525
H -1.49823 1.14189 1.28123
H -1.88112 1.50265 -0.43867
H -2.35015 -1.43515 -1.29997
H -0.51708 -1.86817 -1.54910
H -1.22417 -0.29505 -2.20281
H -0.64736 -1.15043 1.94446
H -1.68478 -2.25400 1.01419
H 0.07923 -2.40032 0.76430
H 0.46257 1.78895 1.75231
H 1.68137 0.56224 2.04336
H 1.91829 1.99497 1.16369
H 0.26727 1.51428 -2.31814
H -0.03977 2.56952 -0.90989
H 1.59145 2.24199 -1.54208
*
```

=====

Record 5
Computed, not measured: C7H17PS2 in the gas phase at a distorted geometry, with ωB97M-V/def2-TZVPD.

Calculated values
* HOMO (alpha / beta): -5.32 / -8.39 eV
* E_LUMO (alpha / beta): 0.65 / -2.71 eV
* orbital gap (alpha / beta): 5.9694 / 5.6774 eV

Structure (ORCA input):
```
! RIJCOSX wB97M-V def2-TZVPD def2/J DEFGRID3
* xyz 0 3
C -1.94873 -0.93650 1.89693
C -2.06903 -1.47675 -0.57630
C 0.13485 2.39093 0.35363
C 2.28593 1.44684 0.50337
C 1.43499 -1.27859 -2.52354
C -1.52217 -0.52949 0.47095
C 0.87965 1.17971 0.91940
P 0.29301 -0.43792 0.21142
S 1.38726 -1.92152 0.73181
S 0.44143 0.19019 -2.15412
H -1.37374 -1.92193 2.06767
H -1.37736 -0.22907 2.54307
H -3.12164 -0.93061 1.90338
H -1.62586 -2.51840 -0.41355
H -1.74205 -0.99861 -1.58653
H -3.30021 -1.43257 -0.56225
H 0.09015 3.16159 1.13061
H 0.37216 2.81575 -0.66287
H -0.98202 2.24164 0.15468
H 2.55470 1.30548 -0.67920
H 2.97921 0.63289 0.94133
H 2.67415 2.40320 0.79896
H 0.86808 -2.22975 -2.07188
H 2.37000 -1.28436 -1.93401
H 1.51903 -1.27820 -3.62662
H -1.90239 0.50056 0.20800
H 0.68060 1.13548 1.95568
*
```

=====

Number 1: total energy -1181.08220 a.u.. Number 2: total energy -1070.87404 a.u.. Number 3: total energy -1133.49457 a.u.. Number 4: total energy -618.06463 a.u.. Number 5: total energy -1414.47837 a.u..